[1]
{
  "formula": "C6H11N",
  "method": "the ωB97M-V functional and the def2-TZVPD basis",
  "species": ["C", "C", "C", "C", "C", "C", "N", "H", "H", "H", "H", "H", "H", "H", "H", "H", "H", "H"],
  "xyz": [[1.120, 0.944, -1.945], [0.522, -0.310, -1.309], [-0.641, 0.016, -0.320], [-0.253, 0.028, 1.205], [-1.405, -0.363, 2.127], [0.938, -0.825, 1.271], [1.790, -1.272, 0.618], [2.080, 0.687, -2.397], [0.490, 1.385, -2.729], [1.306, 1.731, -1.200], [0.146, -1.007, -2.058], [1.462, -0.977, -0.871], [-1.087, 1.009, -0.519], [-1.469, -0.698, -0.436], [0.103, 1.026, 1.488], [-2.210, 0.377, 2.058], [-1.817, -1.339, 1.850], [-1.075, -0.413, 3.169]],
  "atomic_forces_ev_per_a": [[0.1332, -0.0008, -0.1335], [0.7249, -0.5871, -0.1422], [0.3387, -0.2584, -0.0510], [0.0344, 0.0863, 0.0942], [-0.0410, -0.0321, 0.0352], [0.4586, -0.1431, -0.7243], [0.5781, -0.7232, 2.7626], [-0.0300, 0.1819, -0.0658], [0.0115, -0.1045, 0.1758], [-0.0023, -0.2271, -0.0815], [-0.2117, 0.2558, -0.3341], [-2.7808, 1.9366, -1.2380], [0.3736, -0.3721, -0.1484], [0.3455, 0.0054, 0.0364], [-0.0852, -0.0651, -0.0563], [0.1240, -0.1110, -0.0215], [0.0953, 0.1261, 0.0292], [-0.0668, 0.0325, -0.1367]]
}

=====

[2]
{
  "formula": "C39H44BFGaN10S4",
  "method": "the ωB97M-V functional and the def2-TZVPD basis",
  "species": ["Ga", "C", "C", "C", "C", "N", "C", "C", "N", "B", "N", "C", "C", "N", "C", "S", "C", "C", "C", "C", "N", "C", "C", "N", "C", "S", "C", "C", "C", "C", "C", "S", "H", "H", "H", "H", "H", "H", "H", "H", "H", "H", "H", "H", "H", "H", "H", "H", "H", "H", "H", "H", "H", "H", "H", "H", "H", "H", "H", "H", "H", "H", "H", "H", "H", "H", "S", "N", "C", "C", "C", "C", "C", "N", "C", "C", "N", "C", "C", "C", "C", "C", "N", "H", "H", "H", "H", "H", "H", "F", "C", "C", "C", "C", "C", "C", "H", "H", "H", "H"],
  "xyz": [[1.174, -0.373, -0.159], [1.500, 0.809, 4.418], [0.544, 1.999, 4.318], [1.272, 3.295, 3.964], [-0.142, 2.185, 5.669], [-0.496, 1.705, 3.280], [-1.844, 1.549, 3.553], [-2.453, 1.226, 2.395], [-1.501, 1.203, 1.406], [-1.701, 0.675, -0.044], [-2.459, -0.663, -0.045], [-3.576, -1.000, -0.780], [-3.739, -2.331, -0.679], [-2.704, -2.832, 0.097], [-1.936, -1.788, 0.501], [-0.568, -1.748, 1.526], [-2.629, -4.298, 0.398], [-3.667, -4.599, 1.477], [-1.247, -4.741, 0.864], [-2.944, -5.058, -0.894], [-2.342, 1.715, -0.945], [-3.606, 2.254, -0.764], [-3.782, 3.214, -1.685], [-2.625, 3.287, -2.446], [-1.727, 2.369, -1.977], [-0.136, 2.106, -2.498], [-2.424, 4.251, -3.573], [-1.268, 5.190, -3.234], [-2.176, 3.477, -4.867], [-3.692, 5.083, -3.745], [-0.314, 1.480, 1.959], [1.206, 1.560, 1.120], [2.205, 0.989, 5.231], [2.062, 0.669, 3.498], [0.943, -0.104, 4.637], [1.983, 3.526, 4.757], [0.565, 4.122, 3.887], [1.823, 3.218, 3.030], [0.629, 2.412, 6.404], [-0.653, 1.279, 5.997], [-0.845, 3.018, 5.660], [-2.259, 1.680, 4.532], [-3.485, 0.992, 2.200], [-0.600, 0.458, -0.427], [-4.142, -0.275, -1.335], [-4.498, -2.958, -1.104], [-3.434, -4.053, 2.392], [-3.665, -5.666, 1.702], [-4.671, -4.321, 1.151], [-0.993, -4.339, 1.839], [-0.474, -4.451, 0.152], [-1.265, -5.830, 0.932], [-3.970, -4.921, -1.231], [-2.807, -6.123, -0.711], [-2.266, -4.756, -1.693], [-4.275, 1.911, 0.005], [-4.632, 3.843, -1.858], [-0.332, 4.646, -3.134], [-1.472, 5.718, -2.301], [-1.164, 5.929, -4.030], [-1.279, 2.870, -4.801], [-2.061, 4.186, -5.689], [-3.027, 2.831, -5.089], [-3.911, 5.682, -2.860], [-4.558, 4.466, -3.992], [-3.531, 5.770, -4.574], [8.703, -0.236, 0.826], [7.558, -0.906, 1.739], [6.407, -0.700, 1.123], [5.110, -1.158, 1.582], [4.918, -1.918, 2.738], [3.645, -2.333, 3.052], [2.590, -1.988, 2.210], [2.758, -1.259, 1.116], [3.999, -0.838, 0.803], [4.139, -0.053, -0.425], [3.006, 0.233, -1.085], [3.068, 0.848, -2.258], [4.279, 1.252, -2.817], [5.447, 1.012, -2.129], [5.386, 0.340, -0.906], [6.545, 0.016, -0.097], [7.796, 0.337, -0.375], [5.770, -2.171, 3.355], [3.449, -2.931, 3.930], [1.585, -2.327, 2.417], [2.127, 1.023, -2.763], [4.280, 1.753, -3.774], [6.409, 1.322, -2.515], [-0.367, -4.871, -3.955], [-0.009, -3.840, -3.165], [1.069, -3.997, -2.317], [1.413, -2.936, -1.489], [0.702, -1.735, -1.509], [-0.367, -1.617, -2.395], [-0.733, -2.668, -3.227], [1.613, -4.932, -2.306], [2.245, -3.069, -0.804], [-0.919, -0.685, -2.451], [-1.563, -2.583, -3.917]],
  "atomic_forces_ev_per_a": [[-0.0698, -0.6546, 0.4032], [-0.0223, 0.0017, -0.0173], [0.0700, 0.0201, 0.0147], [-0.0003, -0.0046, 0.0044], [-0.0001, -0.0045, -0.0152], [-0.0966, -0.0021, 0.0064], [-0.0123, -0.0218, -0.0214], [0.0149, 0.0006, -0.0175], [-0.1108, -0.0263, -0.0385], [0.1811, 0.1079, 0.1181], [-0.0970, -0.0355, 0.0936], [0.0729, 0.0046, -0.0040], [0.0415, -0.0105, -0.0345], [-0.0229, 0.0595, -0.0200], [-0.1528, 0.0508, -0.1797], [0.2162, 0.0968, 0.1273], [-0.0223, -0.0940, 0.0462], [0.0200, 0.0343, 0.0097], [0.0187, 0.0250, -0.0139], [0.0050, 0.0187, -0.0142], [-0.0145, 0.0221, -0.0422], [0.0502, -0.0181, 0.0164], [-0.0510, -0.0097, -0.0254], [0.0339, -0.0447, 0.0179], [-0.0533, 0.0409, 0.1248], [-0.0116, -0.0711, -0.0823], [0.0316, 0.0363, -0.0455], [0.0029, -0.0156, 0.0036], [-0.0290, -0.0055, 0.0452], [-0.0008, 0.0076, 0.0067], [0.0720, 0.0138, 0.1004], [0.0159, 0.0644, -0.0509], [-0.0012, -0.0007, 0.0033], [0.0021, 0.0010, -0.0056], [0.0018, 0.0013, 0.0002], [-0.0027, 0.0048, -0.0005], [-0.0039, -0.0032, -0.0002], [-0.0035, -0.0017, 0.0041], [-0.0018, 0.0003, 0.0043], [-0.0027, 0.0032, 0.0032], [-0.0028, -0.0018, -0.0022], [0.0065, 0.0029, 0.0027], [0.0010, 0.0037, 0.0138], [-0.1533, 0.0610, -0.4016], [-0.0111, 0.0083, 0.0085], [0.0085, -0.0062, 0.0070], [-0.0037, -0.0034, -0.0006], [-0.0011, -0.0019, -0.0035], [0.0011, -0.0019, -0.0047], [0.0039, -0.0157, 0.0126], [-0.0035, 0.0123, 0.0041], [-0.0057, -0.0015, -0.0140], [-0.0057, -0.0145, 0.0094], [0.0008, -0.0014, 0.0020], [-0.0192, -0.0099, 0.0179], [-0.0100, 0.0049, -0.0051], [0.0041, -0.0074, -0.0008], [-0.0206, 0.0256, 0.0034], [0.0052, 0.0058, -0.0043], [-0.0079, -0.0004, -0.0087], [0.0365, -0.0242, 0.0024], [0.0012, -0.0012, 0.0085], [0.0059, 0.0020, -0.0064], [-0.0135, 0.0041, -0.0014], [-0.0005, 0.0085, 0.0022], [0.0055, -0.0025, -0.0020], [0.0286, 0.0087, 0.0096], [-0.0067, -0.0265, 0.0380], [0.0155, 0.0431, -0.1028], [-0.0449, 0.0031, 0.0082], [0.0062, 0.0080, -0.0155], [0.0002, 0.0001, -0.0179], [0.0535, -0.0669, 0.0290], [-0.0243, 0.1264, -0.1444], [-0.0078, 0.0202, -0.0155], [-0.0132, 0.0037, -0.0217], [0.0928, 0.0618, -0.0048], [0.0344, 0.0467, -0.0362], [0.0379, -0.0012, 0.0378], [-0.0249, 0.0086, -0.0029], [-0.0001, 0.0172, -0.0037], [-0.0227, -0.0643, 0.1189], [0.0125, 0.0125, -0.0427], [0.0000, -0.0009, 0.0003], [-0.0019, 0.0011, -0.0005], [-0.0127, 0.0085, -0.0075], [-0.0235, -0.0096, 0.0351], [0.0030, -0.0008, -0.0010], [-0.0033, 0.0010, -0.0057], [-0.0115, -0.0116, -0.0153], [0.0111, 0.0321, 0.0094], [0.0320, -0.0353, 0.0166], [-0.0585, 0.0317, -0.0497], [0.0206, 0.1688, 0.0724], [0.0216, 0.0002, 0.0119], [-0.0194, 0.0164, -0.0079], [-0.0031, -0.0018, -0.0060], [0.0111, -0.0256, -0.0128], [0.0072, -0.0069, -0.0292], [0.0006, -0.0053, -0.0076]],
  "charge": 1
}

=====

Electronic energy (computed, eV): -7888.74417 -155171.93320
Energy relative to the best compared isomer or geometry (same formula, charge and spin) (computed, kJ/mol): 172.44 0.00